# 1
97
Properties=species:S:1:pos:R:3:forces:R:3 method="wB97M-V/def2-TZVPD" e_tot_ha=-5128.69144 max_force_ev_per_a=1.91 total_charge=+2
Ta 1.115 -0.421 1.074 1.121 -1.509 -0.319
S 1.503 -4.792 -0.436 0.419 0.349 -0.306
C -0.007 -4.668 0.324 -0.622 -0.310 0.297
C -0.279 -3.388 0.712 -0.850 -0.252 0.905
C 0.779 -2.474 0.472 0.256 0.201 -0.519
C 1.802 -3.099 -0.224 -0.699 -0.856 0.244
C 2.964 -2.385 -0.662 0.819 0.152 0.040
C 3.950 -2.876 -1.494 0.195 -0.913 -0.509
C 5.015 -2.081 -1.912 -0.323 -0.832 0.300
C 5.075 -0.790 -1.437 -1.190 0.158 0.795
C 4.062 -0.360 -0.573 0.553 -0.155 -0.657
N 3.043 -1.132 -0.190 -0.866 1.053 -0.103
H -0.622 -5.560 0.526 0.430 0.606 -0.346
H -1.214 -3.149 1.243 0.642 -0.129 -0.264
H 3.819 -3.909 -1.838 0.322 0.455 -0.009
H 5.766 -2.494 -2.576 -0.078 0.125 0.029
H 5.802 -0.083 -1.749 0.648 0.343 -0.131
H 4.046 0.659 -0.226 0.078 0.072 0.086
C -1.866 3.356 -0.283 -0.490 -0.429 -0.012
N -1.953 2.894 1.134 0.058 0.803 -0.615
C -2.241 3.886 2.170 -0.431 0.373 -0.336
P -1.756 1.335 1.375 -1.006 0.883 0.620
O -0.457 0.800 0.832 0.828 0.067 -0.663
O -1.732 1.155 2.982 -0.109 -0.706 -0.548
P -0.917 -0.036 3.783 0.283 0.692 -0.658
O -0.138 -0.758 2.714 0.291 -0.338 -0.392
N -1.803 -1.096 4.542 -0.708 -0.681 0.415
C -1.757 -2.550 4.262 -0.539 0.145 -0.211
C -2.783 -0.608 5.539 0.049 0.195 -0.941
N -0.187 0.840 4.877 1.029 1.433 0.164
C 0.385 0.258 6.090 -0.217 0.328 0.481
C 0.284 2.226 4.637 -0.124 -0.418 0.980
N -2.963 0.589 0.652 -0.327 -0.761 0.091
C -2.976 -0.871 0.611 -0.028 -0.355 1.097
C -4.166 1.204 0.097 0.035 0.003 -0.157
H -0.885 3.727 -0.551 0.305 0.094 0.163
H -2.604 4.141 -0.491 0.091 -0.217 0.326
H -2.103 2.511 -0.954 0.182 0.335 0.233
H -1.358 4.484 2.384 -0.044 0.121 0.079
H -2.596 3.393 3.069 0.085 0.047 0.077
H -3.055 4.536 1.799 0.439 -0.204 0.236
H -0.742 -2.891 4.062 -0.009 0.107 0.173
H -2.385 -2.835 3.409 0.037 0.199 0.089
H -2.182 -3.042 5.134 0.247 -0.113 0.043
H -2.562 0.419 5.830 0.020 -0.079 -0.079
H -2.758 -1.226 6.404 0.088 -0.526 0.727
H -3.769 -0.650 5.093 -0.312 0.053 0.089
H 0.228 -0.809 6.080 0.185 -0.293 0.163
H -0.120 0.688 6.964 0.074 -0.125 -0.108
H 1.449 0.508 6.173 -0.200 -0.267 -0.215
H 0.052 2.573 3.652 0.026 0.111 -0.498
H 1.350 2.257 4.833 0.205 0.028 -0.302
H -0.184 2.885 5.367 -0.158 0.080 0.019
H -2.030 -1.264 1.016 -0.354 0.112 -0.224
H -3.092 -1.236 -0.398 -0.119 -0.058 -0.222
H -3.798 -1.244 1.265 0.462 0.121 -0.518
H -4.460 2.124 0.600 0.190 -0.006 -0.061
H -4.959 0.483 0.216 -0.412 -0.106 0.092
H -4.027 1.354 -0.975 -0.106 0.194 0.035
S 2.581 1.287 1.765 -0.356 0.481 0.392
S 4.289 0.665 2.756 0.332 0.020 -0.384
S 3.514 -0.786 3.930 -0.724 -0.412 -0.148
S 2.526 -1.988 2.513 0.356 0.393 0.631
F -5.146 -1.526 -3.679 0.500 0.058 0.037
C -3.883 -1.161 -3.387 -0.380 -0.756 -0.141
C -3.500 0.136 -3.627 0.010 0.466 0.480
C -2.229 0.518 -3.206 0.616 0.892 -0.263
C -1.348 -0.384 -2.622 0.315 -0.580 0.017
C -1.762 -1.707 -2.470 0.236 0.042 0.305
C -3.015 -2.115 -2.854 -0.507 0.665 -0.317
Sb 0.662 -0.071 -1.967 0.162 1.013 -0.031
C 1.957 -1.027 -3.367 -0.734 0.118 -0.189
C 3.062 -0.357 -3.870 -0.234 1.191 0.577
C 3.885 -0.965 -4.775 0.703 -0.541 -0.727
C 3.603 -2.253 -5.221 0.244 0.234 0.306
F 4.465 -2.865 -6.038 -0.160 0.178 -0.009
C 2.485 -2.922 -4.790 -0.808 0.173 0.476
C 1.652 -2.280 -3.865 0.119 -0.488 0.217
C 0.946 1.965 -2.568 -0.433 -0.902 -0.175
C 0.551 2.418 -3.821 0.114 0.416 -0.535
C 0.706 3.756 -4.175 0.088 0.167 0.374
C 1.250 4.630 -3.229 -0.447 0.115 -0.787
F 1.312 5.948 -3.492 0.129 -0.590 -0.036
C 1.710 4.167 -2.023 0.330 1.029 0.463
C 1.528 2.852 -1.693 0.362 -0.500 0.258
H -4.209 0.854 -4.038 0.221 -0.228 -0.014
H -1.896 1.551 -3.371 -0.286 -0.407 0.069
H -1.126 -2.418 -1.957 0.122 -0.183 -0.105
H -3.323 -3.125 -2.727 -0.337 -0.569 0.059
H 3.266 0.677 -3.551 0.030 -0.544 -0.170
H 4.781 -0.493 -5.149 0.029 0.180 -0.050
H 2.231 -3.902 -5.148 0.098 -0.248 -0.145
H 0.784 -2.792 -3.460 0.020 -0.191 -0.296
H 0.150 1.770 -4.592 -0.025 -0.217 0.182
H 0.416 4.097 -5.161 -0.003 0.124 0.143
H 2.212 4.844 -1.338 -0.140 0.020 -0.089
H 1.915 2.495 -0.758 0.065 -0.028 0.458

---

# 2
87
Properties=species:S:1:pos:R:3:forces:R:3 method="wB97M-V/def2-TZVPD" e_tot_ha=-2206.61210 max_force_ev_per_a=9.05 smiles="NC(=O)CC[SiH2]CCF.c1ccncc1.c1ccncc1.c1ccncc1.c1ccncc1.c1ccncc1.c1ccncc1"
N -5.332 -4.322 0.776 2.109 1.763 -1.034
C -4.814 -3.412 -0.356 -2.866 1.715 -3.963
O -5.615 -2.990 -1.374 5.162 -2.766 6.896
C -3.222 -2.962 -0.222 -0.774 1.289 -0.296
C -2.833 -1.709 -1.260 -0.914 -1.586 -0.334
Si -1.073 -1.118 -0.728 -0.647 0.037 0.055
C -1.055 0.281 0.596 0.395 0.602 1.668
C -1.856 -0.063 1.984 0.847 1.725 0.855
F -1.383 -1.361 2.577 -1.197 2.238 -1.471
H -4.470 -4.881 1.048 -1.284 0.869 -0.300
H -5.456 -3.662 1.592 -0.059 -0.799 -1.041
H -3.070 -2.507 0.862 -0.386 -1.437 -1.964
H -2.492 -3.876 -0.403 -1.637 1.858 0.500
H -2.784 -2.205 -2.329 -0.129 1.236 1.987
H -3.650 -0.868 -1.278 1.448 -1.782 0.133
H -0.319 -0.632 -1.877 0.050 0.157 -0.145
H -0.359 -2.329 -0.252 -0.214 0.223 0.165
H -1.426 1.332 0.203 0.549 -2.180 0.755
H 0.089 0.445 0.892 -2.370 -0.314 -0.550
H -1.540 0.767 2.783 -0.701 -1.947 -1.648
H -3.032 0.006 1.903 2.394 -0.851 0.022
N 0.384 0.603 -3.769 0.650 0.758 -0.934
C 0.296 0.421 -5.104 -0.004 0.055 0.954
C 1.037 1.138 -6.030 0.168 0.190 0.098
C 1.919 2.105 -5.560 -0.002 0.005 -0.007
C 2.031 2.317 -4.190 -0.020 -0.066 -0.287
C 1.251 1.547 -3.342 -0.668 -0.724 -0.181
H -0.409 -0.342 -5.422 0.055 0.053 -0.010
H 0.928 0.948 -7.092 -0.004 0.005 0.100
H 2.516 2.688 -6.256 -0.061 -0.069 0.073
H 2.709 3.063 -3.792 -0.048 -0.074 -0.001
H 1.304 1.673 -2.264 0.018 0.007 -0.040
N 1.929 -3.579 -0.384 0.648 -0.593 0.604
C 2.885 -4.393 -0.884 -0.697 0.598 0.353
C 3.712 -5.182 -0.101 -0.030 -0.005 0.137
C 3.555 -5.132 1.280 -0.022 0.026 0.004
C 2.580 -4.301 1.825 0.235 -0.190 -0.148
C 1.799 -3.553 0.960 -0.012 0.095 -0.913
H 2.971 -4.395 -1.967 0.018 -0.029 0.061
H 4.461 -5.819 -0.556 -0.050 0.034 0.103
H 4.186 -5.735 1.927 -0.053 0.050 -0.090
H 2.433 -4.239 2.897 -0.018 0.019 -0.098
H 1.023 -2.893 1.336 0.046 -0.056 0.034
N -6.043 -0.497 2.909 -0.121 0.952 0.110
C -5.746 0.146 4.059 -0.144 -0.538 -0.704
C -5.982 1.495 4.271 -0.107 0.117 -0.218
C -6.553 2.233 3.240 0.001 0.002 -0.015
C -6.868 1.599 2.042 0.084 0.125 0.276
C -6.598 0.245 1.927 0.344 -0.622 0.497
H -5.299 -0.472 4.833 -0.026 0.079 -0.033
H -5.726 1.959 5.217 -0.007 -0.065 -0.085
H -6.752 3.293 3.368 0.026 -0.119 -0.013
H -7.314 2.146 1.219 0.039 -0.080 0.062
H -6.829 -0.296 1.013 0.008 0.068 0.040
N 6.796 -6.716 -0.564 0.988 0.391 -0.056
C 7.678 -6.826 0.454 -0.679 0.021 -0.630
C 8.967 -6.320 0.414 0.050 0.118 -0.244
C 9.381 -5.664 -0.740 -0.009 0.001 -0.007
C 8.496 -5.536 -1.806 0.155 -0.046 0.230
C 7.226 -6.072 -1.670 -0.373 -0.448 0.700
H 7.309 -7.349 1.331 0.062 0.043 -0.042
H 9.632 -6.435 1.262 -0.081 -0.002 -0.070
H 10.385 -5.255 -0.809 -0.119 -0.047 0.009
H 8.788 -5.031 -2.719 -0.052 -0.051 0.080
H 6.497 -5.995 -2.473 0.081 0.019 0.027
N -1.100 3.263 3.381 -0.202 0.986 0.118
C -0.804 3.906 4.531 -0.151 -0.532 -0.711
C -1.040 5.255 4.743 -0.097 0.099 -0.217
C -1.611 5.993 3.712 -0.011 -0.039 -0.027
C -1.926 5.359 2.514 0.009 0.155 0.232
C -1.656 4.005 2.398 0.373 -0.583 0.620
H -0.356 3.288 5.304 -0.034 0.071 -0.029
H -0.783 5.720 5.688 -0.008 -0.067 -0.077
H -1.810 7.053 3.840 0.021 -0.120 -0.019
H -2.372 5.906 1.691 0.103 -0.087 0.027
H -1.887 3.465 1.485 0.004 0.088 0.037
N -0.657 6.304 -1.016 0.623 0.102 -0.760
C -0.483 5.333 -1.940 -0.188 0.604 0.700
C 0.389 5.435 -3.011 0.131 0.234 -0.034
C 1.127 6.606 -3.149 -0.010 0.001 0.025
C 0.969 7.625 -2.216 0.021 -0.220 -0.168
C 0.075 7.428 -1.176 -0.541 -0.715 0.209
H -1.084 4.440 -1.790 0.062 0.028 -0.058
H 0.490 4.622 -3.721 -0.047 0.060 0.082
H 1.820 6.723 -3.978 -0.079 -0.010 0.086
H 1.529 8.550 -2.296 -0.062 -0.078 0.030
H -0.081 8.192 -0.420 0.039 -0.032 -0.081

---

# 3
90
Properties=species:S:1:pos:R:3:forces:R:3 method="wB97M-V/def2-TZVPD" s_squared=6.078 e_tot_ha=-4674.62156 max_force_ev_per_a=0.48 multiplicity=5 de_lowest_kj_mol=35.19
Pd 0.724 -2.445 -1.640 -0.221 -0.355 0.194
C -4.376 -0.762 3.461 -0.008 -0.012 -0.001
C -2.946 -0.744 4.001 0.045 -0.025 -0.053
C -2.552 0.709 4.312 -0.035 0.025 0.012
C -2.905 -1.576 5.292 -0.003 -0.009 0.030
C -1.941 -1.312 3.007 -0.068 -0.016 -0.056
C -2.303 -1.654 1.682 0.047 0.067 0.185
C -1.370 -2.134 0.820 0.234 -0.030 0.013
Se -1.816 -2.480 -1.023 0.161 0.124 -0.019
C -1.874 -0.653 -1.650 0.153 0.068 -0.192
C -2.792 0.225 -1.189 -0.011 0.182 -0.063
C -2.788 1.577 -1.634 -0.069 -0.074 0.014
C -1.831 1.973 -2.567 -0.021 0.039 0.111
C -0.881 1.132 -3.108 -0.029 -0.219 0.084
C -0.919 -0.271 -2.696 -0.184 0.207 0.107
O -0.176 -1.125 -3.213 0.298 -0.086 -0.324
C 0.196 1.740 -4.007 -0.033 -0.047 0.109
C -0.485 2.414 -5.208 0.010 0.034 -0.063
C 1.254 0.773 -4.548 -0.015 0.022 -0.007
C 0.931 2.805 -3.167 0.026 0.040 -0.053
C -3.836 2.530 -1.079 0.010 -0.069 -0.008
C -3.621 3.968 -1.548 -0.013 0.046 -0.012
C -3.786 2.507 0.456 0.018 0.056 0.028
C -5.219 2.054 -1.557 -0.003 0.019 0.033
C -0.014 -2.458 1.272 -0.138 0.161 0.141
O 0.762 -3.101 0.547 0.285 -0.190 -0.119
C 0.381 -2.013 2.611 -0.088 -0.041 -0.159
C -0.603 -1.468 3.398 -0.063 0.030 0.061
C 1.821 -2.024 3.130 -0.051 0.020 -0.070
C 2.232 -0.547 3.301 0.044 0.022 0.008
C 2.865 -2.692 2.227 -0.034 -0.015 0.014
C 1.862 -2.735 4.491 0.041 -0.035 0.039
H -5.058 -0.409 4.236 0.010 0.011 -0.011
H -4.494 -0.102 2.600 0.001 0.005 -0.024
H -4.694 -1.767 3.175 0.011 0.008 0.019
H -3.262 1.137 5.024 0.014 -0.007 -0.009
H -1.556 0.773 4.751 -0.004 -0.006 -0.008
H -2.563 1.320 3.407 -0.001 -0.016 0.007
H -3.656 -1.202 5.991 0.026 -0.001 -0.003
H -3.119 -2.627 5.091 -0.011 0.014 -0.004
H -1.934 -1.516 5.784 -0.022 -0.013 0.000
H -3.325 -1.534 1.355 -0.043 0.038 -0.012
H -3.538 -0.099 -0.478 -0.031 0.012 0.056
H -1.806 3.012 -2.861 -0.027 -0.022 0.006
H -0.973 1.674 -5.847 0.002 0.010 0.019
H -1.230 3.154 -4.910 0.033 -0.023 0.001
H 0.273 2.928 -5.802 -0.020 -0.012 -0.016
H 0.830 0.000 -5.184 -0.007 -0.003 0.011
H 1.958 1.360 -5.143 -0.004 -0.023 0.003
H 1.816 0.290 -3.750 -0.003 -0.018 0.030
H 0.267 3.620 -2.872 0.026 -0.008 0.014
H 1.368 2.375 -2.263 -0.026 -0.029 -0.003
H 1.738 3.233 -3.766 -0.022 0.002 0.014
H -2.643 4.351 -1.247 -0.023 -0.010 0.007
H -3.712 4.061 -2.631 0.001 -0.003 0.011
H -4.382 4.608 -1.098 0.014 -0.004 -0.013
H -2.792 2.775 0.822 -0.022 -0.006 -0.018
H -4.503 3.226 0.856 0.007 -0.012 -0.007
H -4.046 1.528 0.860 0.014 -0.035 0.006
H -5.277 2.057 -2.647 0.002 0.004 0.009
H -5.441 1.044 -1.207 0.000 0.014 -0.006
H -5.991 2.722 -1.170 0.007 -0.015 -0.003
H -0.328 -1.131 4.390 -0.023 0.006 -0.028
H 2.139 0.005 2.363 -0.019 -0.019 0.015
H 1.632 -0.044 4.063 0.003 -0.002 -0.034
H 3.278 -0.503 3.613 -0.027 -0.003 0.022
H 2.962 -2.193 1.264 -0.024 0.015 -0.015
H 3.828 -2.621 2.739 -0.009 -0.006 -0.020
H 2.651 -3.743 2.043 -0.006 0.033 0.012
H 1.157 -2.318 5.212 0.035 0.007 -0.021
H 1.647 -3.800 4.381 -0.009 0.027 0.000
H 2.864 -2.633 4.911 -0.014 -0.026 0.004
O 2.232 1.097 -0.020 0.019 0.058 -0.106
C 2.200 0.035 -0.629 -0.171 -0.099 0.327
O 1.082 -0.618 -0.737 -0.092 0.267 0.066
C 3.484 -0.509 -1.213 0.068 0.094 -0.067
C 4.564 0.345 -1.090 -0.093 0.044 -0.010
C 5.813 -0.006 -1.561 0.092 0.145 -0.072
C 6.023 -1.223 -2.168 0.043 -0.030 -0.088
C 4.964 -2.089 -2.308 0.159 -0.084 -0.125
C 3.648 -1.790 -1.833 -0.203 -0.119 0.037
O 2.719 -2.667 -1.947 0.164 0.001 -0.157
N 5.276 -3.359 -2.990 -0.048 -0.055 0.242
O 6.451 -3.587 -3.229 0.027 0.039 -0.040
O 4.374 -4.118 -3.269 -0.020 0.008 -0.122
N 6.933 0.923 -1.417 0.026 -0.230 0.423
O 6.724 1.980 -0.851 -0.061 0.101 -0.130
O 8.023 0.566 -1.820 0.004 0.036 -0.171
H 4.409 1.300 -0.608 -0.008 -0.002 -0.001
H 6.998 -1.501 -2.537 -0.002 0.000 0.000